The following is a quantum chemistry calculation of one molecule with the formula C10H8O3, from the Open Molecules 2025 dataset.

```
! wB97M-V def2-TZVPD RIJCOSX def2/J DEFGRID3
* xyz 0 1
C 0.195 2.373 0.756
C -1.667 -2.381 1.999
C -1.735 -1.043 2.523
C -0.772 -2.543 0.946
C -1.063 0.028 1.977
C -0.153 -1.480 0.316
C -0.358 -0.177 0.796
C 0.354 0.943 0.290
C 1.250 2.198 -1.203
C 1.921 2.778 -2.422
O -0.308 2.898 1.681
O 0.876 3.151 -0.272
O 0.871 1.022 -0.984
H -2.042 -3.248 2.510
H -2.215 -0.844 3.543
H -0.486 -3.539 0.469
H -1.338 1.110 2.220
H 0.350 -1.578 -0.719
H 2.398 3.780 -2.296
H 1.107 2.760 -3.130
H 2.634 2.089 -2.937
*
```

Results
energy	-16639.4775	eV
energy above the lowest of the compared OMol25 structures with the same formula, charge and spin	61.7	kcal/mol
orbital gap (alpha / beta)	7.26 / 7.26	eV
HOMO energy (alpha / beta)	-7.169 / -7.169	eV